# 1
Below is an isolated molecule of C12H15NO5S at a distorted geometry, with properties calculated with ωB97M-V with the def2-TZVPD basis set.

Geometry as XYZ:
```
34
Properties=species:S:1:pos:R:3:mulliken_charge:R:1
C 4.211 2.315 1.113 -0.67
O 3.216 1.327 0.884 -0.27
C 3.553 0.343 0.045 0.41
O 4.621 0.278 -0.511 -0.61
C 2.466 -0.661 -0.121 0.17
C 2.701 -1.755 -0.953 -0.47
C 1.731 -2.725 -1.128 -0.70
C 0.513 -2.607 -0.474 -0.15
C 0.287 -1.516 0.344 -0.06
S -1.287 -1.329 1.178 1.32
O -1.064 -0.881 2.519 -0.72
O -2.072 -2.514 0.970 -0.72
N -1.921 -0.027 0.313 0.10
C -2.930 0.724 1.038 -0.56
C -3.280 1.966 0.219 -0.61
O -3.744 1.609 -1.063 -0.38
C -2.781 0.862 -1.763 -0.72
C -2.395 -0.409 -1.001 -0.42
C 1.243 -0.540 0.533 -0.53
H 3.780 3.022 1.817 0.23
H 5.110 1.858 1.529 0.30
H 4.473 2.814 0.178 0.30
H 3.658 -1.826 -1.448 0.48
H 1.921 -3.573 -1.769 0.42
H -0.265 -3.348 -0.575 0.53
H -2.510 0.989 2.008 0.43
H -3.834 0.116 1.188 0.32
H -4.089 2.525 0.691 0.36
H -2.390 2.605 0.130 0.33
H -3.228 0.611 -2.726 0.35
H -1.877 1.470 -1.922 0.34
H -1.589 -0.934 -1.516 0.37
H -3.263 -1.079 -0.918 0.29
H 1.035 0.288 1.190 0.55
```

Output
Structure (SMILES) = COC(=O)c1cccc(S(=O)(=O)N2CCOCC2)c1
E_HOMO = -9.74 eV
Kohn-Sham gap = 9.8 eV

***

# 2
Below is an isolated molecule of C12H15NO6S, with properties calculated with ωB97M-V with the def2-TZVPD basis set.

Geometry as XYZ:
```
35
Properties=species:S:1:pos:R:3:mulliken_charge:R:1
C -2.106 3.485 2.805 -1.64
C -0.823 2.726 2.507 0.36
N -1.069 1.579 1.628 -0.35
S -0.199 0.175 1.888 1.28
O 1.053 0.595 2.476 -0.74
O -0.979 -0.791 2.602 -0.67
C 0.080 -0.378 0.219 0.21
C 0.832 0.402 -0.638 -0.68
C 1.027 -0.052 -1.928 -0.82
C 0.484 -1.255 -2.371 0.55
C -0.289 -2.034 -1.492 0.35
C -0.474 -1.570 -0.188 -0.56
O -0.903 -3.208 -1.776 -0.45
C -0.675 -3.827 -3.032 -0.48
C 0.815 -3.990 -3.321 -0.64
C 1.366 -2.741 -4.024 -0.47
O 0.663 -1.557 -3.703 -0.50
C 0.206 3.630 1.789 0.59
O -0.038 4.750 1.443 -0.59
O 1.380 3.054 1.572 -0.54
H -2.824 2.839 3.304 0.46
H -2.533 3.863 1.879 0.38
H -1.883 4.333 3.446 0.38
H -0.365 2.370 3.441 0.31
H -2.049 1.384 1.499 0.31
H 1.254 1.335 -0.304 0.52
H 1.600 0.526 -2.636 0.45
H -1.062 -2.153 0.502 0.56
H -1.164 -3.259 -3.832 0.32
H -1.163 -4.799 -2.937 0.35
H 1.329 -4.153 -2.371 0.31
H 0.987 -4.862 -3.951 0.40
H 2.434 -2.616 -3.795 0.30
H 1.248 -2.829 -5.106 0.33
H 1.423 2.138 1.950 0.42
```

Output
Structure (SMILES) = C[C@@H](NS(=O)(=O)c1ccc2c(c1)OCCCO2)C(=O)O
E_HOMO = -8.98 eV
Kohn-Sham gap = 9.5 eV

***

# 3
Below is C12H15O12SZr as an isolated structure at a distorted geometry, with properties calculated with ωB97M-V with the def2-TZVPD basis set.

Geometry as XYZ:
```
41
Properties=species:S:1:pos:R:3:mulliken_charge:R:1
Zr 0.373 -0.584 -1.287 1.34
O -3.492 -1.684 -0.888 -0.72
C -2.439 -1.270 -0.447 -0.04
O -1.617 -0.489 -1.042 -0.53
C -2.067 -1.598 1.042 0.06
C -1.407 -0.360 1.655 -0.37
C -1.172 -0.588 3.164 -1.04
C 0.098 -1.457 3.148 -1.00
C 0.247 -1.706 1.642 -0.02
O -0.096 -0.428 1.096 0.00
C -0.904 -2.615 1.164 0.01
C -0.545 -3.249 -0.214 0.17
O -1.008 -4.332 -0.504 -0.70
O 0.280 -2.544 -0.898 -0.75
H -2.978 -1.916 1.553 0.46
H -1.886 0.581 1.388 0.85
H -2.015 -1.105 3.616 0.39
H -1.006 0.351 3.689 0.32
H -0.008 -2.379 3.715 0.43
H 0.961 -0.904 3.516 0.37
H 1.246 -1.997 1.294 0.44
H -1.140 -3.415 1.873 0.59
O 1.709 0.945 -3.375 -0.58
S 1.472 -0.508 -3.561 1.01
O 1.892 -1.009 -4.831 -0.70
O 2.066 -1.191 -2.368 -0.56
O -0.011 -0.665 -3.272 -0.50
C 0.045 2.878 0.349 -1.41
C 0.843 2.391 -0.864 1.96
C 1.293 3.545 -1.757 -1.87
O -0.009 1.501 -1.606 -0.54
C 2.070 1.577 -0.321 0.47
O 3.067 2.166 0.050 -0.72
O 1.845 0.319 -0.240 -0.57
H -0.908 3.286 0.016 0.40
H 0.610 3.645 0.872 0.42
H -0.138 2.044 1.026 0.01
H 0.436 4.159 -2.031 0.39
H 1.738 3.123 -2.656 0.43
H 2.039 4.145 -1.241 0.39
H 0.517 1.339 -2.467 0.69
```

Output
E_HOMO = -6.81 eV
Total charge = -1
Kohn-Sham gap = 9.3 eV

***

# 4
Below is an isolated molecule of C12H15P at a distorted geometry, with properties calculated with ωB97M-V with the def2-TZVPD basis set.

Geometry as XYZ:
```
28
Properties=species:S:1:pos:R:3:mulliken_charge:R:1
H -4.654 0.742 -0.132 0.01
P -3.792 1.728 0.554 -0.02
C -2.225 0.953 0.543 -0.69
C -1.695 -0.245 -0.091 1.20
C -2.722 -1.033 -0.819 -1.38
C -0.457 -0.922 -0.023 0.66
C -0.369 -2.311 -0.596 -1.90
C 0.926 -0.545 0.488 0.52
C 1.659 -1.321 1.567 -1.23
C 1.506 0.610 0.033 0.73
C 2.914 1.054 0.236 -1.06
C 3.120 2.253 -0.277 -0.49
C 1.794 2.775 -0.722 -0.35
C 0.932 1.789 -0.603 -0.64
H -1.494 1.256 1.234 0.42
H -2.916 -0.829 -1.960 0.21
H -3.712 -0.756 -0.439 0.38
H -2.503 -2.144 -0.620 0.27
H -0.985 -3.003 0.125 0.35
H 0.790 -2.538 -0.651 0.33
H -0.746 -2.287 -1.569 0.56
H 1.108 -2.279 1.640 0.36
H 1.676 -0.788 2.587 0.29
H 2.767 -1.428 1.313 0.36
H 3.698 0.491 0.826 0.15
H 3.833 3.069 -0.251 0.38
H 1.626 3.741 -1.276 0.35
H -0.077 1.969 -1.117 0.21
```

Output
Structure (SMILES) = [H]/P=C\C(C)=C(\C)C(C)=C1C=CC=C1
E_HOMO (spin up / spin down) = -7.99 / -7.99 eV
Kohn-Sham gap (spin up / spin down) = 7.2 / 7.2 eV

***

Listing energy relative to the best compared isomer or geometry (same formula, charge and spin) for the structures above in their given order: 52.2 5.6 31.0 84.6 kcal per mole.